Here is a structure of composition C23H26AgAsN4O7SSe2Si from the Open Molecules 2025 dataset. Energies are from ωB97M-V/def2-TZVPD.

HOMO-LUMO gap = 5.2 eV
total charge = -2
HOMO = -1.884 eV
E_tot = -9511.16112 Eh
2S+1 = 1

The geometry in XYZ format:
```
66
Properties=species:S:1:pos:R:3:nbo_charge:R:1
Ag 0.241 -0.469 0.371 0.797
Se 0.250 7.828 0.454 0.803
N 1.193 6.584 1.326 -0.615
C 0.847 5.417 0.873 0.158
C 1.549 4.203 1.325 -0.110
C 2.836 4.204 1.860 -0.135
C 3.457 2.996 2.123 -0.278
C 2.799 1.815 1.785 0.090
N 1.572 1.813 1.281 -0.430
C 0.967 2.957 1.134 0.489
C -0.473 2.976 -0.339 0.578
N -0.602 1.838 -0.952 -0.432
C -1.041 1.850 -2.208 0.085
C -1.400 3.030 -2.846 -0.290
C -1.176 4.241 -2.201 -0.122
C -0.647 4.234 -0.919 -0.197
C -0.185 5.434 -0.199 0.164
N -0.602 6.614 -0.547 -0.615
H 3.321 5.153 2.049 0.221
H 4.453 2.954 2.540 0.215
H 3.254 0.843 1.934 0.221
H -1.091 0.887 -2.701 0.232
H -1.800 2.997 -3.850 0.213
H -1.375 5.191 -2.681 0.221
O 0.204 -3.472 2.231 -1.055
As -1.428 -3.103 1.732 2.449
O -2.287 -4.494 1.726 -1.201
O -1.362 -2.204 0.312 -1.277
C -2.217 -1.942 3.111 -0.320
C -3.461 -2.423 3.518 -0.242
C -4.318 -1.653 4.292 -0.240
C -3.939 -0.371 4.659 -0.231
C -2.693 0.108 4.281 -0.210
C -1.823 -0.667 3.526 -0.283
S -0.211 0.129 3.144 1.522
O 0.791 -1.011 3.156 -1.081
O -0.039 1.056 4.303 -1.044
O -0.415 2.930 1.042 -0.475
H 0.587 -2.631 2.576 0.521
H -3.747 -3.416 3.190 0.247
H -5.283 -2.049 4.589 0.189
H -4.604 0.254 5.246 0.187
H -2.363 1.096 4.579 0.233
C -5.243 -0.381 0.084 -0.631
C -3.940 0.281 -0.350 -0.044
O -2.880 -0.064 0.489 -0.770
H -6.083 -0.067 -0.545 0.176
H -5.459 -0.122 1.122 0.208
H -5.150 -1.467 0.024 0.211
H -4.049 1.372 -0.311 0.146
H -3.727 0.020 -1.398 0.141
H -2.460 -0.931 0.247 0.522
C 2.762 2.377 -2.034 -1.128
Si 3.217 0.545 -2.274 1.405
C 3.869 0.431 -4.057 -1.119
C 4.712 0.213 -1.152 -1.122
Se 1.537 -0.888 -1.981 -0.921
H 3.585 3.040 -2.323 0.210
H 2.516 2.577 -0.993 0.225
H 1.887 2.630 -2.640 0.224
H 4.760 1.048 -4.214 0.204
H 3.094 0.753 -4.757 0.223
H 4.116 -0.606 -4.296 0.227
H 5.594 0.778 -1.470 0.205
H 4.953 -0.852 -1.165 0.234
H 4.483 0.485 -0.120 0.223
```



Here is a structure of composition C23H26BrCl2FMnN3OSi from the Open Molecules 2025 dataset. Energies are from ωB97M-V/def2-TZVPD.

HOMO-LUMO gap (alpha / beta) = 6.9 / 6.7 eV
total charge = -1
<S²> = 0.806
HOMO (alpha / beta) = -4.174 / -3.967 eV
E_tot = -6166.51568 Eh
2S+1 = 2

The geometry in XYZ format:
```
59
Properties=species:S:1:pos:R:3:mulliken_spin:R:1
Mn -0.378 -0.188 -0.854 1.044
C -1.595 -0.023 2.856 0.003
Si -0.634 1.335 1.985 0.003
C 1.218 1.083 2.232 0.006
C -1.041 2.860 3.035 0.000
N -1.033 1.389 0.311 -0.019
C -1.474 2.425 -0.444 0.003
C -1.795 3.746 -0.036 0.003
C -2.258 4.710 -0.918 -0.003
C -2.444 4.444 -2.268 0.006
C -2.151 3.162 -2.722 -0.002
C -1.694 2.235 -1.824 0.008
F -1.434 0.963 -2.310 -0.003
H -1.190 -0.193 3.857 0.000
H -1.579 -0.973 2.326 -0.001
H -2.641 0.281 2.963 0.000
H 1.422 0.412 3.071 0.000
H 1.706 2.041 2.435 0.000
H 1.672 0.638 1.347 -0.001
H -0.806 2.592 4.071 0.000
H -2.096 3.143 3.000 0.000
H -0.434 3.732 2.781 0.000
H -1.674 4.013 1.000 0.001
H -2.478 5.699 -0.532 0.000
H -2.804 5.203 -2.950 0.001
H -2.269 2.871 -3.758 0.000
Cl 2.160 -3.256 2.164 0.000
C 0.514 -3.370 1.610 0.001
C -0.252 -4.482 1.974 0.000
C -1.557 -4.604 1.583 0.002
Cl -2.476 -6.008 2.073 0.000
C -2.168 -3.604 0.792 0.003
C -3.509 -3.603 0.347 -0.005
C -3.968 -2.557 -0.402 0.002
C -3.099 -1.502 -0.733 0.005
N -1.850 -1.481 -0.337 -0.022
C -1.374 -2.503 0.420 0.006
C -0.002 -2.337 0.830 -0.018
O 0.618 -1.270 0.494 -0.004
H 0.202 -5.253 2.582 0.000
H -4.157 -4.430 0.607 -0.001
H -4.991 -2.530 -0.752 0.000
H -3.427 -0.670 -1.344 -0.001
Br 0.183 -1.865 -2.753 -0.003
C 3.840 -1.350 -1.012 0.002
C 3.789 -0.047 -1.827 -0.001
C 4.876 0.933 -1.379 0.000
C 3.896 -0.354 -3.326 0.000
C 2.460 0.525 -1.573 -0.006
N 1.372 0.815 -1.371 -0.008
H 4.800 -1.840 -1.191 0.000
H 3.029 -2.013 -1.314 0.000
H 3.732 -1.151 0.055 0.000
H 5.854 0.481 -1.553 0.000
H 4.783 1.159 -0.316 0.000
H 4.822 1.866 -1.940 0.000
H 4.851 -0.848 -3.518 0.000
H 3.852 0.562 -3.918 0.000
H 3.081 -1.010 -3.632 0.000
```



Here is a structure of composition C23H26FGeIIrN6 from the Open Molecules 2025 dataset. Energies are from ωB97M-V/def2-TZVPD.

HOMO-LUMO gap (alpha / beta) = 6.0 / 5.7 eV
total charge = +2
<S²> = 0.759
HOMO (alpha / beta) = -13.932 / -13.937 eV
E_tot = -3798.78000 Eh
2S+1 = 2

The geometry in XYZ format:
```
59
Properties=species:S:1:pos:R:3:mulliken_spin:R:1
Ir -0.951 -0.339 -0.643 0.812
N -0.684 -0.434 4.167 0.001
C -1.179 -0.280 2.926 -0.001
N -0.479 -0.443 1.852 0.024
C 0.840 -0.825 1.940 -0.003
N 1.519 -1.118 0.844 -0.017
N 1.020 -0.992 -0.328 0.000
C 1.633 -1.583 -1.385 -0.001
C 1.107 -1.428 -2.667 0.002
C 1.692 -2.016 -3.823 -0.001
C 1.135 -1.783 -5.056 0.003
C 0.001 -0.972 -5.150 -0.001
C -0.534 -0.439 -3.983 -0.008
N -0.016 -0.654 -2.795 -0.022
C 1.465 -0.952 3.232 0.000
C 2.811 -1.268 3.423 -0.001
C 3.306 -1.424 4.703 0.001
C 2.485 -1.241 5.817 0.000
C 1.160 -0.889 5.656 0.001
C 0.641 -0.755 4.374 0.003
H -1.289 -0.327 4.974 0.000
H -2.223 -0.011 2.846 0.000
H 2.501 -2.201 -1.195 -0.002
H 2.570 -2.628 -3.708 0.000
H 1.556 -2.217 -5.947 0.000
H -0.458 -0.766 -6.102 0.000
H -1.408 0.195 -4.023 -0.001
H 3.452 -1.393 2.566 0.000
H 4.340 -1.687 4.849 0.000
H 2.883 -1.369 6.812 0.000
H 0.524 -0.719 6.509 0.000
C 2.774 1.767 0.452 0.000
Ge 1.468 2.265 -0.967 0.000
C 1.135 4.251 -0.874 0.004
C 2.193 1.825 -2.765 0.001
C -0.490 1.654 -0.548 0.014
H 3.667 2.367 0.296 0.000
H 3.068 0.724 0.418 0.000
H 2.394 1.989 1.444 0.000
H 2.087 4.731 -1.080 0.000
H 0.794 4.550 0.111 0.000
H 0.413 4.570 -1.617 0.000
H 2.992 2.538 -2.961 0.000
H 1.454 1.934 -3.553 0.000
H 2.621 0.829 -2.820 0.000
H -1.082 2.180 -1.305 0.036
H -0.696 2.132 0.412 0.001
F -1.382 -2.207 -0.391 0.155
I -5.875 -2.336 2.045 0.000
C -5.110 -1.155 0.467 0.000
C -5.947 -0.596 -0.487 0.001
C -5.368 0.186 -1.474 -0.001
C -3.997 0.382 -1.472 -0.002
N -3.193 -0.170 -0.561 -0.001
C -3.743 -0.927 0.387 -0.002
H -7.013 -0.764 -0.467 0.000
H -5.974 0.634 -2.245 0.000
H -3.529 1.002 -2.221 0.000
H -3.077 -1.400 1.093 0.005
```